No. 1
ORCA calculation (wB97M-V/def2-TZVPD) on a 2-piece molecular cluster, C6H14O5S overall.

Summary:
**Frontier orbital gap**: 10.000 eV
**HOMO energy**: -9.4 eV
**LUMO energy**: 0.609 eV

The geometry in XYZ format:
```
26
Properties=species:S:1:pos:R:3:forces:R:3:mulliken_charge:R:1
S -1.74298 -0.55153 -2.10005 0.39 -0.63 -0.94 0.636
O 2.31102 -0.05942 0.79811 0.00 -0.16 -0.02 -0.419
O -1.92075 -1.68750 -0.91997 -0.76 0.32 -0.33 -0.249
O -4.51298 -1.74245 0.16908 -0.84 1.45 2.66 -0.392
O -3.23490 -0.31945 -2.72938 -0.02 -0.41 0.67 -0.435
O -1.47730 0.63951 -1.36543 0.35 0.93 0.65 -0.477
C 1.25363 1.82245 -0.38192 0.25 0.16 0.15 -1.074
C 1.13050 0.71431 0.64942 -0.09 0.05 -0.09 0.039
C 3.29485 1.24857 2.63050 -0.16 0.12 -0.04 -1.031
C -4.29522 -2.27096 -0.84572 1.09 -1.15 -2.72 0.056
C 3.45476 0.63992 1.24678 0.09 0.01 0.08 -0.300
C -2.87479 -2.69540 -1.23520 -0.11 -0.34 0.11 -0.452
H 0.28393 2.28154 -0.56240 -0.02 -0.05 0.00 0.375
H 3.74919 1.40357 0.51780 -0.01 0.05 0.04 0.291
H -2.81653 -3.00173 -2.27649 -0.04 0.09 -0.26 0.348
H 0.81122 1.11687 1.61734 0.03 0.05 -0.01 0.223
H 1.63927 1.42933 -1.32395 -0.08 -0.04 -0.01 0.249
H -3.66396 0.34053 -2.15249 -0.09 -0.01 -0.09 0.338
H -2.63570 -3.57120 -0.63957 0.18 -0.10 0.18 0.299
H 1.93751 2.60568 -0.04613 -0.03 0.02 -0.01 0.362
H -5.07078 -2.47748 -1.60458 -0.22 -0.16 0.02 0.339
H 2.93387 0.50088 3.33795 0.06 -0.04 -0.01 0.284
H 4.24920 1.64015 2.98475 0.01 -0.02 -0.01 0.388
H 0.35765 0.01683 0.33294 0.06 -0.09 0.04 0.014
H 4.26003 -0.09559 1.27138 -0.07 -0.07 -0.06 0.323
H 2.57924 2.07257 2.62723 0.04 0.03 0.01 0.265
```
Forces are in eV/Å.

***

No. 2
ORCA calculation (wB97M-V/def2-TZVPD) on a single C6H14OSi2 molecule.

Summary:
**Frontier orbital gap**: 10.238 eV
**HOMO energy**: -9.3 eV
**SMILES string**: C=C[Si](C=C)(CC)O[SiH3]
**LUMO energy**: 0.914 eV

The geometry in XYZ format:
```
23
Properties=species:S:1:pos:R:3:forces:R:3:mulliken_charge:R:1
Si -2.23281 1.59511 0.25809 0.29 -0.24 0.03 0.260
Si 0.22364 -0.47693 -0.05991 1.51 0.86 -1.49 0.062
O -1.01158 0.53143 0.27397 0.16 -0.34 -0.01 0.167
C 0.81394 -1.18878 1.58206 0.14 0.20 -0.74 -0.190
C -0.32672 -1.85455 -1.22740 0.38 0.41 0.53 -0.199
C -1.56299 -2.03472 -1.66503 -0.09 0.07 0.01 -0.525
C 0.06653 -1.21780 2.67575 -0.05 0.10 -0.01 -0.593
C 1.65045 0.63845 -1.12778 -1.54 -1.38 1.65 -0.608
C 2.13235 1.83785 -0.32936 -0.04 -0.06 -0.03 -1.082
H 1.79853 -1.63965 1.61494 0.15 -0.10 0.07 0.322
H -1.71603 2.88656 -0.20311 -0.08 0.27 -0.05 -0.134
H -2.36259 -1.38180 -1.35503 -0.23 0.15 0.06 0.143
H 0.39820 -1.66597 3.60070 0.10 -0.08 0.11 0.273
H 0.44297 -2.53798 -1.56786 0.10 -0.14 -0.08 0.300
H 2.48285 -0.01770 -1.37148 0.06 -0.16 -0.12 0.363
H 2.85604 2.42242 -0.89826 0.04 0.10 0.04 0.364
H 1.18324 0.95879 -2.05566 -0.17 -0.13 -0.14 0.365
H 2.60466 1.51990 0.59770 0.08 0.07 0.12 0.282
H -3.26601 1.08767 -0.64724 -0.30 0.07 -0.12 -0.141
H -1.83492 -2.82849 -2.34473 0.00 -0.13 -0.11 0.277
H -2.71424 1.66508 1.63801 -0.27 0.20 0.18 -0.128
H 1.29511 2.48494 -0.07537 -0.01 0.15 0.07 0.233
H -0.92060 -0.78381 2.68701 -0.22 0.11 0.02 0.189
```
Forces are in eV/Å.

***

No. 3
ORCA calculation (wB97M-V/def2-TZVPD) on a 2-piece molecular cluster, C6H15B overall.

Summary:
**Frontier orbital gap (alpha / beta)**: 6.804 / 9.206 eV
**HOMO energy (alpha / beta)**: -7.0 / -8.9 eV
**LUMO energy (alpha / beta)**: -0.193 / 0.257 eV

The geometry in XYZ format:
```
22
Properties=species:S:1:pos:R:3:forces:R:3:mulliken_charge:R:1
C 1.97200 0.76857 1.23526 -0.01 0.29 0.09 -1.392
C 0.23600 2.35458 0.63270 -1.61 1.52 -0.02 -1.303
C -1.13520 -0.79916 -0.20093 2.54 1.39 -2.97 0.391
C -0.42093 -2.07852 0.29493 -1.57 0.39 -0.58 -1.118
C 1.08881 1.23346 0.06304 -0.81 -0.96 1.31 0.460
C -1.99550 -1.07011 -1.44905 -2.58 0.92 -1.27 -1.274
B 0.21168 0.09724 -0.57043 -0.97 -1.53 -0.23 -0.153
H -0.79293 2.00817 1.11965 2.23 0.84 -1.05 0.257
H 0.08789 3.02283 -0.26109 -0.73 -0.25 1.14 0.353
H 0.83125 2.98326 1.37749 -0.87 -0.92 -0.82 0.370
H 1.75355 1.70733 -0.59640 0.75 0.25 -1.47 0.286
H 1.02421 -1.90696 -2.29027 -0.18 0.98 0.59 -0.068
H 2.89033 1.37474 1.20456 -0.19 -0.47 0.21 0.354
H -0.83279 -2.83542 -0.44382 0.98 0.22 1.51 0.385
H 1.42625 1.02133 2.13924 0.17 -0.24 0.32 0.360
H 0.64925 -1.92738 0.13751 0.13 -0.77 0.29 0.202
H 2.18078 -0.27972 1.24434 0.49 -0.64 0.00 0.358
H -2.48193 -0.10164 -1.92807 1.05 -1.59 1.19 0.290
H -1.36595 -1.45698 -2.28621 -0.51 -0.15 0.82 0.276
H -0.71531 -2.17272 1.34958 0.40 -0.75 -0.37 0.240
H -1.64600 -0.20080 0.48981 -1.04 0.38 1.49 0.403
H -2.96547 -1.74209 -1.26185 2.34 1.07 -0.19 0.323
```
Forces are in eV/Å.

***

We obtain ΔE to the lowest compared entry with this formula, charge and spin values of 75.80; 0.00; 579.77 kJ/mol for the records listed above, in that order.